(1)
C60H85BF5O30S4 | ωB97M-V with the def2-TZVPD basis set

Each line ends with the Mulliken spin population.
Atoms and positions in Å:
O 0.854 -1.803 -2.358  0.07
C 0.581 -0.848 -1.520  0.38
O -0.565 -0.317 -1.166  0.05
B -0.294 0.888 -0.333  -0.03
O 1.169 0.974 -0.227  0.02
C 1.726 -0.001 -0.813  0.35
O 2.918 -0.293 -0.791  0.11
O -0.929 0.884 0.993  -0.03
C -1.700 1.972 1.148  0.00
O -2.315 2.306 2.137  0.00
C -1.622 2.672 -0.292  0.00
O -0.817 2.057 -1.009  0.00
O -2.269 3.681 -0.576  0.00
F 0.043 -5.691 4.017  0.00
C 0.531 -4.551 3.470  0.00
C 0.740 -3.439 4.273  0.00
C 1.060 -2.233 3.729  0.00
C 1.207 -2.127 2.359  0.03
C 1.016 -3.213 1.482  0.01
C 0.718 -4.462 2.036  0.01
H 0.730 -3.565 5.345  0.00
H 1.153 -1.324 4.304  0.00
H 1.372 -1.155 1.919  -0.01
H 1.154 -3.184 0.411  -0.02
H 0.674 -5.375 1.460  0.00
F 9.556 -0.026 -0.185  0.00
C 8.643 0.071 -1.179  0.00
C 7.377 0.536 -0.844  0.00
C 6.309 0.463 -1.776  -0.01
C 6.623 0.098 -3.077  0.00
C 7.971 -0.283 -3.479  0.00
C 8.965 -0.256 -2.518  0.00
H 7.207 0.708 0.209  0.00
H 5.305 0.649 -1.424  0.00
H 5.856 0.085 -3.838  0.00
H 8.236 -0.391 -4.520  0.00
H 9.949 -0.505 -2.887  0.00
F -7.182 -0.208 6.480  0.00
C -6.481 -0.281 5.337  0.00
C -6.621 -1.319 4.492  0.00
C -5.836 -1.418 3.321  0.00
C -4.985 -0.356 3.022  0.00
C -4.876 0.755 3.937  0.00
C -5.652 0.820 5.091  0.00
H -7.374 -2.031 4.797  0.00
H -5.975 -2.336 2.770  0.00
H -4.346 -0.401 2.152  0.00
H -4.116 1.509 3.797  0.00
H -5.578 1.654 5.774  0.00
F -1.515 -2.214 7.394  0.00
C -1.466 -0.936 6.921  0.00
C -1.694 -0.677 5.622  0.00
C -1.573 0.632 5.185  0.00
C -1.227 1.649 6.097  0.00
C -0.886 1.334 7.441  0.00
C -1.026 0.019 7.866  0.00
H -2.029 -1.339 4.837  0.00
H -1.665 0.907 4.145  0.00
H -1.050 2.648 5.725  0.00
H -0.430 2.042 8.117  0.00
H -0.757 -0.237 8.880  0.00
F 3.609 3.714 -2.693  0.00
C 2.619 3.059 -3.398  -0.01
C 1.620 3.814 -3.996  0.01
C 0.688 3.172 -4.777  0.00
C 0.651 1.763 -4.850  0.03
C 1.626 1.024 -4.200  -0.05
C 2.677 1.661 -3.548  -0.02
H 1.711 4.890 -3.956  0.00
H 0.074 3.815 -5.391  0.00
H -0.096 1.348 -5.510  0.00
H 1.464 -0.043 -4.173  0.05
H 3.464 1.105 -3.061  0.02
C 4.741 -3.173 -1.400  0.00
S 5.118 -3.781 0.302  0.00
O 6.593 -3.844 0.483  0.00
C 4.643 -2.277 1.218  0.02
H 5.141 -2.200 -1.684  0.00
H 3.661 -3.156 -1.543  0.00
H 5.142 -3.919 -2.087  0.00
H 5.352 -1.461 1.077  0.00
H 4.790 -2.384 2.292  0.00
H 3.669 -1.945 0.860  -0.01
C -5.656 -0.130 -0.476  0.00
S -6.075 0.258 -2.269  0.00
O -7.524 0.757 -2.174  0.00
C -5.204 1.890 -2.341  0.00
H -6.403 0.407 0.110  0.00
H -4.683 0.254 -0.172  0.00
H -5.760 -1.150 -0.103  0.00
H -5.349 2.161 -3.386  0.00
H -4.146 1.921 -2.081  0.00
H -5.797 2.644 -1.825  0.00
C -0.112 6.038 -1.011  0.00
S -0.622 6.989 0.454  0.00
O -0.534 8.480 0.029  0.00
C -2.472 6.830 0.419  0.00
H 0.622 5.264 -0.788  0.00
H 0.262 6.725 -1.770  0.00
H -0.926 5.538 -1.536  0.00
H -2.881 7.430 -0.393  0.00
H -2.936 7.095 1.369  0.00
H -2.678 5.787 0.179  0.00
C 0.931 -4.367 -6.937  0.00
S 0.422 -4.839 -5.278  0.00
O 0.740 -6.308 -5.008  0.00
C 1.814 -3.990 -4.473  0.01
H 1.950 -4.749 -6.990  0.00
H 0.962 -3.292 -7.113  0.00
H 0.315 -4.881 -7.675  0.00
H 2.795 -4.264 -4.861  0.00
H 1.842 -4.269 -3.419  0.00
H 1.930 -2.906 -4.471  0.01
C 4.291 2.677 0.336  0.00
O 4.929 1.713 1.215  0.00
C 5.109 2.012 2.483  0.00
O 4.640 3.001 2.988  0.00
O 5.997 1.252 2.974  0.00
C 6.433 1.444 4.304  0.00
H 4.181 3.690 0.724  0.00
H 3.328 2.317 -0.026  0.00
H 4.978 2.823 -0.497  0.00
H 7.026 2.339 4.488  0.00
H 6.972 0.588 4.711  0.00
H 5.527 1.537 4.903  0.00
C 1.306 2.031 3.133  0.01
O 1.644 3.015 4.016  0.00
C 0.853 4.115 4.112  0.00
O -0.111 4.374 3.427  0.00
O 1.253 4.893 5.129  0.00
C 0.733 6.184 5.113  0.00
H 2.145 1.350 2.992  0.00
H 1.270 2.522 2.160  0.00
H 0.364 1.500 3.269  -0.01
H -0.319 6.187 5.399  0.00
H 0.656 6.726 4.171  0.00
H 1.221 6.812 5.859  0.00
C -3.053 -2.241 -0.508  0.00
O -3.408 -2.541 0.840  0.00
C -2.964 -3.658 1.504  0.00
O -2.347 -4.572 0.966  0.00
O -3.348 -3.631 2.809  0.00
C -3.145 -4.799 3.608  0.00
H -3.709 -2.923 -1.049  0.00
H -2.061 -2.574 -0.815  0.00
H -3.161 -1.208 -0.839  0.01
H -3.033 -4.348 4.595  0.00
H -2.284 -5.386 3.289  0.00
H -4.044 -5.409 3.704  0.00
C 0.387 -9.117 -0.148  0.00
O 0.496 -7.784 -0.581  0.00
C -0.562 -7.027 -0.852  0.00
O -1.741 -7.485 -0.917  0.00
O -0.110 -5.770 -1.119  0.00
C -0.932 -4.827 -1.763  0.04
H 0.269 -9.719 -1.049  0.00
H -0.379 -9.321 0.600  0.00
H 1.393 -9.405 0.160  0.00
H -0.790 -4.833 -2.844  -0.01
H -0.598 -3.840 -1.443  -0.03
H -1.981 -5.014 -1.532  0.00
C -1.816 9.145 -3.536  0.00
O -2.589 7.959 -3.578  0.00
C -2.077 6.780 -3.977  0.00
O -0.987 6.666 -4.483  0.00
O -2.964 5.867 -3.574  0.00
C -2.691 4.457 -3.844  0.00
H -1.670 9.384 -4.590  0.00
H -0.834 9.035 -3.077  0.00
H -2.292 9.971 -3.007  0.00
H -3.530 3.775 -3.704  0.00
H -1.842 4.236 -3.197  0.00
H -2.345 4.387 -4.875  0.00
C -2.042 -0.764 -4.463  0.02
O -2.112 -2.153 -4.409  -0.01
C -3.186 -2.823 -3.983  0.00
O -4.189 -2.380 -3.436  0.00
O -2.960 -4.150 -4.155  0.00
C -3.813 -5.136 -3.634  0.00
H -2.905 -0.319 -4.957  0.00
H -1.183 -0.532 -5.092  0.00
H -1.780 -0.368 -3.482  0.00
H -3.482 -6.134 -3.923  0.00
H -4.781 -5.099 -4.134  0.00
H -3.820 -5.196 -2.546  0.00

Computed properties:
E_tot: -6711.479525 hartree
Gap between HOMO and LUMO (spin up / spin down): 0.11856 / 0.26395 Eh
M: 1520.4 g/mol
E_HOMO (spin up / spin down): 0.006 / -0.139 Eh
Largest force on an atom: 7.500 eV/Å
Multiplicity: 2
<S²>: 0.7528
Total charge: -2

(2)
C60H90F3N8O8 | ωB97M-V with the def2-TZVPD basis set

Each line ends with the Löwdin charge.
Atoms and positions in Å:
C -4.228 3.426 -0.762  0.04
N -4.930 3.869 -1.989  -0.06
C -4.889 5.114 -2.544  0.03
C -5.445 5.404 -3.774  0.05
C -6.067 4.323 -4.390  -0.12
C -6.202 3.090 -3.864  0.03
C -5.681 2.911 -2.573  0.04
C -6.802 4.484 -5.739  -0.07
C -7.441 5.716 -6.041  0.05
C -8.170 5.852 -7.175  0.03
N -8.266 4.797 -8.046  -0.09
C -7.696 3.663 -7.752  0.01
C -6.963 3.411 -6.607  0.06
C -9.072 4.950 -9.229  0.03
H -3.732 4.201 -0.209  0.10
H -3.570 2.667 -1.111  0.08
H -4.895 2.910 -0.065  0.12
H -4.312 5.831 -1.962  0.15
H -5.315 6.379 -4.219  0.13
H -6.650 2.217 -4.317  0.14
H -5.792 2.072 -1.935  0.14
H -7.086 6.589 -5.469  0.13
H -8.776 6.665 -7.475  0.14
H -7.727 2.936 -8.551  0.15
H -6.416 2.492 -6.465  0.10
H -8.740 5.781 -9.829  0.12
H -10.058 5.186 -8.899  0.11
H -9.085 4.005 -9.798  0.12
C 5.938 -12.036 5.326  0.01
N 6.138 -10.704 4.948  -0.10
C 7.263 -10.060 5.376  0.04
C 7.525 -8.737 4.996  0.06
C 6.588 -8.001 4.253  -0.12
C 5.393 -8.618 3.912  0.06
C 5.209 -9.969 4.255  0.06
C 6.814 -6.533 3.896  -0.15
C 7.813 -6.086 3.084  0.04
C 7.760 -4.762 2.822  0.00
N 6.845 -3.925 3.322  -0.03
C 5.871 -4.372 4.087  -0.01
C 5.813 -5.724 4.375  0.06
C 6.927 -2.394 3.160  0.07
H 6.516 -12.299 6.175  0.11
H 6.339 -12.699 4.544  0.14
H 4.859 -12.136 5.448  0.12
H 8.017 -10.705 5.825  0.16
H 8.509 -8.310 5.269  0.15
H 4.666 -8.133 3.341  0.12
H 4.274 -10.462 4.110  0.14
H 8.550 -6.797 2.653  0.16
H 8.473 -4.270 2.186  0.15
H 5.131 -3.762 4.475  0.10
H 5.022 -5.999 5.073  0.15
H 7.751 -1.999 3.755  0.11
H 5.929 -1.963 3.333  0.09
H 7.062 -2.252 2.101  0.10
C 0.098 0.624 -4.918  0.03
N -0.477 -0.699 -5.351  -0.05
C -1.553 -1.271 -4.792  0.05
C -2.158 -2.360 -5.505  0.06
C -1.709 -2.742 -6.768  -0.12
C -0.428 -2.207 -7.136  0.03
C 0.079 -1.120 -6.534  -0.02
C -2.525 -3.658 -7.559  -0.11
C -3.928 -3.408 -7.577  0.05
C -4.743 -4.099 -8.394  0.02
N -4.260 -5.139 -9.167  -0.08
C -2.966 -5.414 -9.135  0.02
C -2.041 -4.732 -8.303  0.08
C -5.145 -5.912 -10.057  0.03
H 1.151 0.410 -4.740  0.10
H -0.359 0.891 -3.950  0.07
H -0.011 1.380 -5.713  0.12
H -1.928 -0.785 -3.904  0.11
H -3.075 -2.642 -5.092  0.11
H 0.004 -2.536 -8.076  0.13
H 0.993 -0.636 -6.920  0.16
H -4.419 -2.527 -7.138  0.15
H -5.735 -3.862 -8.605  0.13
H -2.553 -6.264 -9.756  0.18
H -1.079 -5.097 -8.356  0.11
H -5.002 -5.560 -11.063  0.11
H -6.154 -5.785 -9.688  0.10
H -5.038 -7.031 -9.942  0.14
C 1.694 -2.269 10.928  -0.12
C 0.528 -2.652 10.023  -0.21
C 0.823 -1.955 8.602  -0.14
C 0.383 -2.943 7.517  -0.17
N 0.004 -2.482 6.145  -0.24
C -1.396 -1.806 6.034  -0.08
C -2.310 -2.947 5.730  -0.15
C -1.538 -3.657 4.588  -0.12
C -0.191 -3.808 5.301  -0.06
C 1.155 -1.709 5.682  -0.02
H 1.696 -1.145 11.032  0.10
H 2.631 -2.644 10.686  0.05
H 1.678 -2.514 12.001  0.08
H -0.440 -2.432 10.329  0.09
H 0.541 -3.737 10.000  0.10
H 1.923 -1.866 8.488  0.12
H 0.309 -0.999 8.579  0.11
H -0.444 -3.597 7.814  0.13
H 1.134 -3.693 7.402  0.13
H -1.309 -0.999 5.333  0.12
H -1.590 -1.221 6.974  0.15
H -3.319 -2.685 5.461  0.12
H -2.451 -3.583 6.622  0.13
H -1.427 -2.974 3.765  0.11
H -1.922 -4.623 4.273  0.13
H 0.675 -3.773 4.611  0.11
H -0.181 -4.639 6.029  0.14
H 1.362 -0.871 6.365  0.11
H 1.040 -1.279 4.670  0.12
H 2.038 -2.339 5.695  0.09
C -0.897 6.541 1.223  -0.09
C 0.079 7.373 0.392  -0.24
C 1.256 7.951 1.197  -0.17
C 1.983 9.131 0.455  -0.10
N 3.253 9.611 1.146  -0.29
C 3.910 10.745 0.414  -0.11
C 5.332 10.789 0.824  -0.15
C 5.599 9.465 1.491  -0.14
C 4.317 8.577 1.241  -0.09
C 2.855 10.045 2.550  0.06
H -1.412 7.054 2.001  0.08
H -0.377 5.761 1.687  0.06
H -1.575 6.052 0.626  0.03
H -0.442 8.031 -0.310  0.11
H 0.480 6.589 -0.280  0.12
H 1.998 7.197 1.327  0.10
H 0.858 8.265 2.153  0.11
H 1.314 10.062 0.463  0.16
H 2.162 8.792 -0.597  0.15
H 3.363 11.619 0.569  0.13
H 3.767 10.509 -0.611  0.13
H 5.673 11.582 1.527  0.14
H 5.961 10.972 -0.042  0.13
H 5.815 9.568 2.571  0.12
H 6.446 8.886 1.059  0.13
H 4.008 7.797 2.002  0.15
H 4.488 8.071 0.292  0.14
H 2.670 9.128 3.068  0.10
H 1.986 10.661 2.527  0.11
H 3.713 10.491 2.988  0.10
C -0.877 0.091 -1.619  -0.49
O -1.345 -1.286 -1.186  -0.10
O -1.620 0.569 -2.518  -0.18
C -0.917 1.067 -0.402  -0.48
F -2.115 1.091 0.296  0.09
F 0.095 0.871 0.449  0.12
F -0.716 2.379 -0.868  0.06
C -0.498 -1.996 -0.340  -0.36
C -0.785 -3.410 -0.582  -0.09
H -1.821 -3.526 -0.939  0.09
H -0.028 -3.909 -1.252  0.10
H -0.627 -3.884 0.363  0.06
H -0.688 -1.635 0.680  0.12
H 0.596 -1.940 -0.594  0.13
H 0.291 0.034 -1.901  0.18
O -3.406 2.007 -4.107  0.06
C -3.665 1.526 -5.318  -0.80
O -2.955 0.596 -5.762  -0.01
O -4.603 2.109 -5.877  -0.03
H -2.808 1.484 -3.511  0.08
O 4.289 -3.082 2.458  -0.03
C 3.198 -3.400 2.955  -0.78
O 2.063 -3.481 2.213  0.10
O 3.010 -3.692 4.167  -0.07
H 2.223 -3.111 1.391  0.06

Computed properties:
E_tot: -3678.137720 hartree
Gap between HOMO and LUMO: 0.22612 Eh
M: 1108.4 g/mol
E_HOMO: -0.555 Eh
Largest force on an atom: 4.807 eV/Å
Relative energy (zero: lowest compared OMol25 entry of this formula, charge and spin): 8.5 kcal per mole
Total charge: +5